No. 1
Entry from the Open Molecules 2025 dataset: a 11-piece molecular cluster, C18H58N4O11 overall at a distorted geometry (ωB97M-V/def2-TZVPD).

Atoms and positions in Å:
O1 -4.23667 1.07033 -0.61245
O2 0.87533 0.58433 0.07755
O3 -1.14767 -3.41567 -1.97145
O4 -2.35667 -1.93767 2.31655
O5 -1.86367 2.47133 -3.70345
O6 1.81133 -2.52967 2.28755
O7 -2.46367 -0.26467 -5.06645
O8 1.09233 4.59133 -2.78745
O9 2.95433 -0.91067 6.30055
O10 2.04233 2.34533 1.75355
O11 -2.42267 2.42633 2.17155
N1 0.05033 -4.02467 2.08855
N2 1.71333 4.00333 -0.63145
N3 0.02133 -2.36467 0.71455
N4 0.26133 2.74533 -1.67645
C1 3.05233 -0.26967 3.89255
C2 -0.97767 2.56033 -4.76445
C3 2.20833 -0.70067 5.07355
C4 0.28533 -5.22167 -1.51845
C5 1.09833 3.72633 -1.73745
C6 -0.41467 -1.50867 -5.20645
C7 -0.97867 -0.44467 3.54155
C8 0.13833 -3.94767 -2.31345
C9 -1.21267 2.63633 1.61155
C10 3.38433 2.73433 1.93555
C11 -0.60467 3.94133 2.17555
C12 -3.01967 0.72833 -1.12245
C13 -1.86567 -1.62367 3.58655
C14 -2.30867 -0.27167 -0.20445
C15 0.63333 -2.93667 1.70755
C16 1.35833 -0.35767 -1.99345
C17 -1.57867 -1.09067 -4.32645
C18 1.97333 0.17733 -0.68645
H1 0.93133 -3.23567 -2.05445
H2 0.58633 -4.57667 2.74955
H3 0.47433 1.92933 -1.07545
H4 -1.92367 0.20433 0.72255
H5 1.13833 1.02733 0.88855
H6 3.38833 0.73433 4.00055
H7 1.73433 3.41933 0.20155
H8 1.58833 -1.54567 4.77355
H9 -2.04767 -2.04667 -4.00645
H10 2.25733 4.83633 -0.52745
H11 -1.60067 -2.21067 1.78255
H12 -1.53167 0.48533 3.38855
H13 2.52833 -0.59367 -0.16645
H14 -0.74267 -4.49767 1.68455
H15 -0.63867 3.52033 -5.12645
H16 -1.82567 -3.91667 -2.34645
H17 0.92133 0.39033 -2.71545
H18 -0.13667 -5.12667 -0.49945
H19 0.40733 -1.51067 0.42055
H20 0.60933 -1.05367 -1.79745
H21 3.91333 -0.90867 3.73755
H22 3.03133 -1.87467 6.34555
H23 3.43633 3.59833 2.57955
H24 -1.24367 2.74233 0.52755
H25 -0.11967 1.95133 -4.64745
H26 3.74433 3.02633 0.94755
H27 -0.53167 -0.37167 4.52855
H28 -0.69367 -2.09967 -6.07245
H29 2.59333 1.10433 -0.74445
H30 -1.25867 -2.47167 3.89155
H31 -2.80767 -1.17267 0.12755
H32 -0.51967 1.87333 1.95455
H33 -3.13367 0.24633 -2.15045
H34 -1.26067 -0.67867 -3.40345
H35 -1.51867 -0.80367 -0.70445
H36 2.13333 -0.85667 -2.54645
H37 0.37533 4.20733 1.90355
H38 1.60433 2.51233 2.60155
H39 -2.21767 2.33533 3.12255
H40 -2.61667 3.11833 -3.74045
H41 -2.41967 0.54133 -4.52145
H42 1.49333 0.08533 5.28955
H43 -2.64467 -1.58367 4.32055
H44 -0.16767 -0.62467 2.78355
H45 -4.68667 1.52033 -1.30245
H46 -2.32567 1.55633 -1.44945
H47 0.29833 -4.15267 -3.36945
H48 4.06333 1.86033 2.26755
H49 2.43633 -0.26367 2.98855
H50 1.39233 -5.34467 -1.30445
H51 -0.27667 2.49733 -2.55945
H52 -1.21867 4.72433 1.72655
H53 0.30633 -2.05567 -4.58745
H54 -1.46267 2.09533 -5.52645
H55 -0.01267 -6.09567 -1.98845
H56 -0.04367 -0.52067 -5.50845
H57 -0.47667 -2.94767 0.02655
H58 -0.78367 4.07733 3.24755

Values from the calculation:
**SMILES string**: NC(N)=O.NC(N)=O.CCO.CCO.CCO.CCO.CCO.CCO.CCO.CO.CO
**LUMO energy**: 0.31 eV
**Charge**: 0
**Frontier orbital gap**: 9.002 eV
**DFT total energy**: -1767.09859 hartree
**E_HOMO**: -8.695 eV
**Molecular weight**: 506.679 g mol⁻¹
**Energy above the lowest of the compared OMol25 structures with the same formula, charge and spin**: 380.41 kJ/mol

***

No. 2
Entry from the Open Molecules 2025 dataset: one molecule with the formula C3H8N2O2 (ωB97M-V/def2-TZVPD).

Atoms and positions in Å:
O1 0.72483 0.01658 2.03321
O2 -1.56879 0.07695 0.71021
N1 0.09382 -0.37260 -0.80176
N2 -2.05032 -1.25080 -1.05126
C1 1.20959 0.95366 1.11802
C2 -1.17710 -0.45482 -0.32229
C3 1.24726 0.40357 -0.32495
H1 1.41477 1.24219 -1.00734
H2 -1.98003 -1.26470 -2.05449
H3 0.28423 -0.97856 -1.57821
H4 -0.22948 -0.03775 1.84023
H5 2.25247 1.17594 1.40832
H6 0.65288 1.90772 1.15493
H7 2.12434 -0.24621 -0.41536
H8 -2.99848 -1.17115 -0.70924

Values from the calculation:
**SMILES string**: NC(=O)NCCO
**LUMO energy**: 0.65 eV
**Charge**: 0
**Frontier orbital gap**: 10.436 eV
**DFT total energy**: -379.12501 hartree
**E_HOMO**: -9.784 eV
**Molecular weight**: 104.109 g mol⁻¹
**Energy above the lowest of the compared OMol25 structures with the same formula, charge and spin**: 42.01 kJ/mol

***

No. 3
Entry from the Open Molecules 2025 dataset: one molecule with the formula C4H6N2O (ωB97M-V/def2-TZVPD).

Atoms and positions in Å:
O1 -0.71346 -1.94302 0.01685
N1 -1.78580 0.64852 -0.18952
N2 1.36172 -0.88710 -0.04782
C1 0.79413 1.42045 -0.19516
C2 0.07284 -0.89159 0.05156
C3 1.80650 0.53054 -0.18259
C4 -0.38332 0.52424 0.19017
H1 2.88320 0.64618 -0.23903
H2 1.93345 -1.72166 -0.09132
H3 -1.86455 1.22507 -1.02240
H4 -2.29319 1.14093 0.53812
H5 -1.61502 -1.55844 -0.07446
H6 -0.29224 0.68808 1.27584

Values from the calculation:
**LUMO energy**: 0.49 eV
**Charge**: 0
**Frontier orbital gap**: 7.905 eV
**DFT total energy**: -340.65440 hartree
**E_HOMO**: -7.416 eV
**Molecular weight**: 98.105 g mol⁻¹
**Energy above the lowest of the compared OMol25 structures with the same formula, charge and spin**: 368.91 kJ/mol

***

No. 4
Entry from the Open Molecules 2025 dataset: a 2-piece molecular cluster, C4H13N2O overall at a distorted geometry (ωB97M-V/def2-TZVPD).

Atoms and positions in Å:
O1 1.12997 -2.63770 -1.24941
N1 -2.38669 1.17371 -1.25690
N2 -0.02684 -0.16462 -0.94288
C1 -1.58178 1.41432 -0.14413
C2 1.56720 -0.18279 1.60629
C3 -0.65828 0.52064 0.23954
C4 0.35694 0.76166 1.41790
H1 1.90120 -2.89003 -0.66367
H2 -0.04478 -1.22795 -0.73468
H3 -2.43751 2.08999 -1.69333
H4 -0.40911 -0.05058 -1.86818
H5 0.98662 0.03696 -0.97932
H6 -1.74249 2.53453 0.28075
H7 -0.21214 0.88631 2.37443
H8 2.14748 0.10067 2.45481
H9 2.27394 -0.17357 0.73439
H10 0.59867 -3.45140 -1.26987
H11 0.68640 1.73736 1.12096
H12 -3.31175 0.74567 -1.20146
H13 1.16296 -1.22318 1.77477

Values from the calculation:
**LUMO energy**: -3.43 eV
**Charge**: +1
**Frontier orbital gap**: 9.594 eV
**DFT total energy**: -344.65534 hartree
**E_HOMO**: -13.022 eV
**Molecular weight**: 105.161 g mol⁻¹
**Energy above the lowest of the compared OMol25 structures with the same formula, charge and spin**: 292.77 kJ/mol